The following is a quantum chemistry calculation of a cluster of 14 separate species, C53H134O14 in total, from the Open Molecules 2025 dataset.

Summary:
HOMO level ... -9.1 eV
LUMO level ... 0.568 eV

Each line ends with the Mulliken charge.
CARTESIAN COORDINATES (ANGSTROEM)
C -2.5296 2.0611 -3.0832  -1.183
C -3.4224 1.0614 -2.3262  2.573
C -4.4012 1.7973 -1.4293  -1.377
O -4.1828 0.3179 -3.2897  -0.724
H -3.1659 2.7286 -3.6391  0.521
H -1.7977 1.5395 -3.7048  0.177
H -2.0973 2.7242 -2.2936  -0.026
H -2.7900 0.3381 -1.7915  -1.111
H -4.9521 1.1324 -0.7561  0.258
H -5.0894 2.3244 -2.0791  0.432
H -3.8261 2.4978 -0.7980  0.163
H -3.5866 0.0450 -3.9805  0.247
C -3.7833 -4.3109 -0.2721  -1.924
C -2.8818 -3.1548 -0.0413  1.613
C -3.6888 -1.9190 0.4616  -0.306
O -1.8417 -3.6263 0.8710  -0.007
H -3.1562 -5.1032 -0.6631  0.411
H -4.5925 -4.0053 -0.9452  0.461
H -4.2205 -4.6770 0.6604  0.279
H -2.3604 -3.0573 -0.9953  -0.421
H -4.5072 -1.6586 -0.2211  0.560
H -3.0406 -1.0518 0.6471  -0.278
H -4.1137 -2.1912 1.4508  -0.271
H -2.2520 -3.8885 1.7014  -0.074
C -0.3337 -0.2369 1.2117  -0.169
C 0.0820 -0.6072 -0.2529  1.120
C 1.2131 0.2568 -0.7470  0.753
O 0.5663 -1.9610 -0.3313  0.984
H 0.4202 0.3066 1.7652  -0.365
H -0.5217 -1.1354 1.7537  -0.323
H -1.2317 0.3479 1.2668  0.347
H -0.7625 -0.4638 -0.8903  -0.547
H 1.1320 1.3163 -0.4522  -0.506
H 1.3395 0.3369 -1.8106  -0.391
H 2.1485 -0.1191 -0.3353  -0.789
H 0.0491 -2.6328 0.1615  -0.426
C 2.9926 -0.6911 2.9456  1.272
C 4.0009 -1.8288 2.6458  -1.121
O 3.4968 -2.6407 1.5814  -0.311
C 2.3531 -3.4292 1.8278  0.871
C 2.1540 -4.3410 0.6614  -0.537
H 2.0685 -1.1495 3.1996  -1.045
H 3.2414 0.0641 3.6430  0.383
H 2.8066 -0.2155 1.9584  -0.320
H 4.9960 -1.5281 2.3589  0.375
H 4.0207 -2.3962 3.5607  0.432
H 2.4167 -3.9004 2.8564  0.396
H 1.4898 -2.7217 1.8535  -0.520
H 3.0274 -4.9728 0.5171  0.424
H 2.0916 -3.7626 -0.2318  -0.512
H 1.2333 -4.9192 0.8400  0.317
C 0.1814 3.6616 7.6381  -1.517
C -0.0355 2.9634 6.3329  0.316
O 0.8695 3.4352 5.3388  -0.472
C 0.8124 2.7865 4.0823  0.702
C 1.8900 3.3130 3.1532  -0.967
H -0.0743 4.7009 7.6031  0.389
H -0.3156 3.2182 8.4671  0.390
H 1.2540 3.5930 7.9514  0.279
H 0.0247 1.8688 6.4256  0.005
H -1.0617 3.2289 5.9789  0.291
H 0.9809 1.6937 4.2012  -0.329
H -0.1789 2.9299 3.6856  0.185
H 2.0313 2.5547 2.3892  -0.045
H 2.7913 3.3634 3.7941  0.481
H 1.6439 4.2625 2.6178  0.345
C -0.8359 4.3682 0.8654  -0.296
C -0.5261 5.4696 -0.1315  -0.614
O -0.4587 4.9311 -1.4133  -0.052
C -0.3568 5.9737 -2.3507  -0.436
C -0.4347 5.3084 -3.6880  -0.574
H -0.9073 4.7455 1.9126  0.355
H -1.8321 3.9497 0.5875  0.152
H -0.0959 3.5548 0.8547  -0.281
H -1.3745 6.1749 -0.1273  0.438
H 0.4443 5.9305 0.1345  0.277
H -1.1552 6.6872 -2.2082  0.411
H 0.5938 6.4751 -2.1964  0.302
H -0.5210 6.0001 -4.5142  0.473
H -1.3566 4.6605 -3.7129  0.010
H 0.3766 4.5744 -3.7740  -0.084
C 0.4389 -4.1431 -6.8991  -1.102
C -0.5120 -4.6976 -5.8271  -0.517
O 0.0278 -4.5149 -4.5122  -0.228
C -0.6844 -5.1639 -3.4886  -0.779
C -0.0105 -4.7699 -2.1193  -0.413
H 0.0501 -4.2128 -7.9370  0.368
H 0.7023 -3.0981 -6.7201  0.134
H 1.3489 -4.7181 -6.8157  0.385
H -1.4650 -4.1873 -5.8608  0.390
H -0.6494 -5.7547 -6.0769  0.467
H -1.7267 -4.8579 -3.5133  0.340
H -0.6396 -6.2736 -3.6151  0.393
H -0.1464 -3.7183 -1.9210  -0.330
H 1.0825 -4.9269 -2.1397  0.341
H -0.4644 -5.3110 -1.3255  0.627
C 2.9921 4.2294 -0.7756  -0.611
C 4.3858 4.1806 -0.1451  -0.331
O 5.1939 5.0783 -0.8158  -0.295
C 6.4431 5.2898 -0.1595  -0.252
C 7.3095 5.9940 -1.1196  -1.183
H 2.5540 5.1765 -0.5251  0.358
H 3.0675 4.2900 -1.8378  0.453
H 2.3751 3.3864 -0.4657  -0.144
H 4.2555 4.4183 0.9052  0.431
H 4.7906 3.1619 -0.1781  0.094
H 6.2999 5.9760 0.7283  0.262
H 6.8906 4.3598 0.2247  0.320
H 7.3011 5.3881 -2.0258  0.255
H 8.3222 6.0785 -0.7004  0.373
H 6.9832 6.9687 -1.3852  0.310
C -3.7555 -0.3271 -6.8950  -1.458
C -2.4445 -0.9535 -6.5534  -0.143
O -2.0846 -0.6545 -5.2255  -0.118
C -1.1436 -1.5989 -4.6666  -0.476
C -0.7804 -1.2596 -3.2806  2.537
H -4.0498 -0.5401 -7.9036  0.438
H -4.5862 -0.7048 -6.3651  0.356
H -3.6282 0.7450 -6.6389  0.268
H -2.5331 -2.0693 -6.6257  0.209
H -1.6517 -0.7225 -7.2945  0.309
H -1.5867 -2.5701 -4.8568  0.171
H -0.2323 -1.5572 -5.2764  -0.105
H 0.0685 -1.8719 -3.0099  -1.110
H -1.5508 -1.5395 -2.5362  -0.548
H -0.5734 -0.1979 -3.2812  -0.449
C -2.8988 -5.9940 3.5071  -1.504
C -3.1645 -4.7330 4.2589  -0.171
O -3.1807 -3.5763 3.4324  -0.057
C -3.6047 -2.4334 4.1345  -0.124
C -5.1116 -2.3519 4.2629  -1.311
H -3.0652 -6.7805 4.2164  0.482
H -3.5648 -6.1471 2.7242  0.324
H -1.8964 -6.0427 3.1446  0.305
H -4.1803 -4.8616 4.7139  0.222
H -2.3945 -4.5487 5.0560  0.278
H -3.1841 -2.4445 5.1367  0.570
H -3.1772 -1.6231 3.5278  -0.083
H -5.3884 -1.4843 4.8443  0.396
H -5.3542 -3.2759 4.7886  0.567
H -5.6848 -2.2960 3.3788  0.161
C 1.1874 1.5613 -5.5256  -1.207
C 2.1877 1.7051 -4.4703  1.417
O 3.4325 1.9190 -5.1134  -0.507
C 4.4990 1.8377 -4.2267  0.913
C 5.6416 2.5538 -4.8492  -1.542
H 1.4881 0.6532 -6.1245  0.278
H 0.1692 1.4165 -5.0963  -0.028
H 1.2542 2.3968 -6.2095  0.532
H 1.9206 2.5586 -3.8716  -0.014
H 2.2499 0.8367 -3.8126  -0.664
H 4.3079 2.2267 -3.2180  -0.316
H 4.7631 0.8000 -4.0452  0.040
H 6.1156 1.9631 -5.6346  0.339
H 6.3772 2.8314 -4.1126  0.401
H 5.2579 3.5194 -5.2879  0.355
C -3.7751 1.5664 3.5516  -1.227
C -4.8484 0.8647 2.7689  1.020
O -5.9944 0.8378 3.5622  -0.426
C -7.1029 0.3733 2.8323  -0.142
C -8.1915 0.0816 3.8311  -1.234
H -2.7987 1.4074 3.0866  0.063
H -4.0823 2.6243 3.6573  0.438
H -3.6724 1.1950 4.5868  0.295
H -5.1117 1.4362 1.8787  0.370
H -4.6464 -0.1675 2.4263  -0.568
H -7.3404 1.1830 2.1102  0.401
H -6.8277 -0.4768 2.2377  0.219
H -7.8855 -0.8213 4.4280  0.208
H -9.1271 -0.2293 3.3692  0.403
H -8.4284 0.8724 4.5907  0.291
C 3.1056 1.3021 6.4176  -0.295
C 2.6816 -0.1617 6.6465  -0.525
O 1.4370 -0.3751 5.9851  -0.091
C 1.0472 -1.7319 5.8339  -0.627
C -0.1264 -1.7885 4.8640  -0.004
H 4.1007 1.4119 6.8438  0.501
H 3.2054 1.5799 5.3521  -0.099
H 2.4210 2.0469 6.8696  -0.256
H 3.4310 -0.7684 6.1787  0.355
H 2.6229 -0.3689 7.7075  0.391
H 1.9185 -2.3422 5.5078  0.268
H 0.8022 -2.0940 6.8560  0.453
H -0.7961 -1.0609 5.2963  0.302
H -0.5922 -2.7952 4.8317  -0.095
H 0.1193 -1.4925 3.8666  -0.336
C 4.9737 0.1298 -1.0487  -1.072
C 4.5017 -1.3350 -1.2929  0.351
O 3.9234 -1.4974 -2.5782  -0.233
C 3.1219 -2.6131 -2.8378  0.579
C 2.5744 -2.4495 -4.2433  0.150
H 5.7930 0.3572 -1.7400  0.493
H 4.1870 0.8834 -1.1620  -0.075
H 5.4079 0.0456 -0.0167  0.412
H 5.3680 -1.9803 -1.1267  0.386
H 3.7744 -1.5792 -0.5008  -0.437
H 3.6705 -3.5601 -2.6815  0.401
H 2.3277 -2.6463 -2.0798  -0.749
H 2.1862 -1.4201 -4.2891  -0.341
H 1.7280 -3.1151 -4.3919  -0.431
H 3.3477 -2.5978 -4.9964  0.551

Force components x, y, z for each atom (eV/Å):
-0.10 0.18 1.94
0.08 -0.10 -1.17
0.72 -0.26 0.47
-0.68 0.19 0.83
-0.26 0.07 -0.67
-0.04 0.40 0.08
0.44 -0.56 -0.76
-0.07 0.28 0.31
0.00 -0.01 -0.24
-0.21 0.25 0.07
-0.38 -0.10 -0.23
0.57 -0.34 -0.57
-0.80 -0.44 0.00
0.25 -0.09 0.86
0.89 -0.59 0.50
0.05 0.97 -0.79
-0.28 -0.36 -0.38
0.12 -0.43 -0.08
-0.11 0.13 0.05
0.15 0.90 0.13
0.30 -0.04 0.07
-0.15 -0.13 -0.28
0.07 0.04 -0.61
-0.25 0.26 0.30
0.55 -0.15 -0.91
0.37 -0.13 1.58
0.59 0.96 0.43
-0.11 -0.02 -0.08
0.46 0.15 -0.05
-0.27 -0.83 0.42
-0.56 0.43 -0.24
-0.78 -0.13 -0.41
-0.30 -0.34 0.29
-0.12 -0.55 -0.68
0.05 -0.02 0.07
-0.26 0.90 -0.21
0.62 -0.42 -2.84
-1.83 0.17 0.23
1.11 0.09 0.09
-0.61 1.46 1.21
0.16 -0.84 0.74
-0.76 -0.26 0.53
0.57 0.52 0.88
0.05 0.09 0.53
0.20 0.27 -0.08
0.54 -0.74 0.47
0.04 0.04 -1.05
0.21 -0.59 0.22
-0.06 -0.43 0.21
-0.39 0.50 -0.56
0.36 0.00 -0.36
2.22 -0.01 0.28
-1.15 -0.01 -1.19
0.61 0.31 0.54
-0.04 -0.53 0.42
-0.10 0.27 0.32
-0.15 0.62 -0.14
-0.91 -0.55 0.43
-0.61 0.19 -0.45
0.11 0.15 -0.02
0.33 -0.45 0.16
-0.17 0.37 0.16
-0.64 -0.05 -0.46
0.25 -0.10 -0.23
-0.17 0.35 -0.72
0.31 -0.55 0.81
-0.82 -0.36 0.34
-0.03 -0.35 1.03
-0.07 -0.25 0.06
0.31 -0.68 -0.39
-1.09 -1.40 -0.15
0.08 -0.11 -0.77
0.67 0.06 0.32
-0.14 0.26 -0.13
0.50 0.30 0.32
-0.44 0.32 -0.10
-0.42 0.39 0.08
0.31 0.37 -0.08
0.39 0.12 -0.25
0.68 0.75 0.06
0.09 0.48 -0.34
-0.18 0.24 0.34
0.45 0.13 -0.29
0.28 -0.11 -1.02
1.10 -0.39 1.19
0.05 0.06 -1.96
0.00 -0.18 0.76
-0.11 -0.05 0.06
0.43 -0.13 -0.24
-0.52 -0.06 -0.18
-0.20 -0.12 0.41
-0.39 0.07 0.11
-0.07 0.61 -0.03
-0.13 0.37 0.01
-0.53 -0.26 -0.10
-0.28 -0.60 0.77
0.73 0.00 0.45
-1.44 -0.91 -0.08
0.98 0.30 0.25
-1.08 1.04 1.33
1.44 -0.87 -0.51
-0.56 0.38 0.49
0.15 -0.48 -0.95
-0.09 0.14 -0.02
0.26 0.29 0.51
0.16 -0.06 -0.14
-0.14 -0.81 -0.48
-0.21 0.01 -0.32
0.45 0.11 -0.18
-0.14 -0.07 -0.32
-0.55 0.87 -0.05
0.76 1.35 0.18
0.33 -2.21 -0.27
0.21 0.40 0.52
-0.42 0.25 -2.01
-0.80 -0.64 0.71
0.31 0.46 -0.90
-0.68 -0.51 1.29
-0.55 -0.36 -0.65
-0.05 0.51 -0.03
-0.17 0.39 0.48
0.04 -0.32 0.57
0.01 0.00 -0.08
0.53 0.26 0.12
0.07 0.47 -0.48
0.29 0.20 0.52
0.86 0.42 1.17
-0.65 0.60 0.88
0.16 -1.21 -0.20
-0.03 0.87 -1.05
0.77 -0.50 1.25
0.14 -0.69 0.33
-1.27 -0.10 -1.52
0.78 -0.11 -0.34
0.84 0.24 0.05
-0.69 -0.36 -0.37
0.30 0.22 0.16
-0.14 0.20 0.52
-0.06 0.15 0.43
-0.69 0.24 0.15
-0.27 -0.10 -1.37
-0.90 -1.93 -1.19
0.84 0.08 0.29
-0.88 0.09 0.23
0.71 -0.43 0.56
0.12 1.45 -0.82
-0.64 0.72 0.43
0.58 0.19 -0.53
-0.33 0.33 -0.05
0.14 0.63 0.69
-0.02 -0.21 0.05
-0.49 0.41 -0.18
-0.02 -0.50 0.00
-0.04 0.13 -0.03
0.45 -0.04 0.28
0.44 -0.94 0.31
0.25 0.05 0.57
-0.29 -0.18 -0.15
-0.22 -0.37 0.77
-0.32 1.80 0.32
-0.42 -1.12 1.28
-0.04 0.52 -0.10
0.59 -0.39 -0.26
-0.27 -0.17 -0.43
0.35 0.18 -0.46
0.45 0.30 0.21
-0.39 -0.36 0.17
0.04 -0.86 -0.26
-0.13 0.80 -0.40
-0.06 0.21 -0.25
0.50 -0.38 -1.02
-0.27 0.07 0.06
-0.61 1.47 -1.06
0.06 0.19 -0.20
0.90 -0.34 0.50
0.06 -0.64 1.35
0.07 0.19 0.21
-0.22 -0.43 0.40
0.42 -0.59 -0.16
0.55 -0.76 -0.14
-0.10 -0.24 0.37
-0.32 0.27 -0.08
-0.28 -0.19 -0.56
-0.77 0.12 -0.23
0.23 0.59 0.11
0.32 0.20 -0.54
0.50 -1.55 0.13
-0.72 0.75 0.37
1.02 1.09 -0.02
-0.16 -0.52 0.70
-0.25 0.33 0.63
-0.13 0.13 0.11
0.10 -0.26 0.28
-0.46 0.71 -0.74
0.05 -0.26 -0.26
0.07 -0.14 -0.32
0.14 0.16 -0.32
-0.28 0.10 -0.21
0.19 -0.21 -0.27
0.16 -0.18 -0.16
-0.08 0.04 -0.03